[1]
DFT (ωB97M-V/def2-TZVPD) results for 2 unconnected molecules or ions with the total composition C3H3O4 at a distorted geometry.

Output
Electronic energy   -417.10997 hartree
Energy relative to the best compared isomer or geometry (same formula, charge and spin)   11.81 kcal/mol
Gap between HOMO and LUMO   8.621 eV
E_LUMO   0.14288 Ha

The geometry in ORCA input format:
```
! RIJCOSX wB97M-V def2-TZVPD def2/J DEFGRID3
* xyz -1 1
C -0.0279 1.5193 -0.0704
C 1.3635 -0.5595 -0.2603
C 1.4562 0.6373 0.1272
O -0.6616 0.9220 -0.9505
O -0.2317 2.4601 0.6673
O 0.9829 -1.5476 -0.7802
O -2.0570 -1.6797 0.0427
H 2.1279 1.2378 0.6897
H -1.6040 -1.9953 0.7819
H -1.3482 -0.9944 -0.2474
*
```

[2]
DFT (ωB97M-V/def2-TZVPD) results for C6H9N in the gas phase at a distorted geometry.

Output
Electronic energy   -288.64708 hartree
Energy relative to the best compared isomer or geometry (same formula, charge and spin)   84.69 kcal/mol
Structure (SMILES)   CC#CCN1CC1
Gap between HOMO and LUMO   9.785 eV
E_LUMO   0.03577 Ha

The geometry in ORCA input format:
```
! RIJCOSX wB97M-V def2-TZVPD def2/J DEFGRID3
* xyz 0 1
C -1.5275 0.7247 -2.6665
C -1.0519 0.9826 -1.3198
C -0.2769 0.9721 -0.3986
C 0.4100 1.0290 0.8710
N 0.3195 -0.1865 1.6931
C 1.4645 -1.0612 1.8647
C 0.2663 -1.5219 1.1227
H -1.2532 1.5660 -3.3058
H -2.6002 0.5444 -2.7428
H -0.9872 -0.1641 -3.0046
H 1.4437 1.3841 0.8115
H -0.1561 1.8814 1.2777
H 1.6521 -1.3918 2.8854
H 2.3671 -0.8940 1.2720
H 0.3761 -1.6663 0.0464
H -0.4462 -2.1986 1.5937
*
```

[3]
DFT (ωB97M-V/def2-TZVPD) results for C3H5NS in the gas phase at a distorted geometry.

Output
Electronic energy   -570.21571 hartree
Energy relative to the best compared isomer or geometry (same formula, charge and spin)   11.82 kcal/mol
Structure (SMILES)   C[C@@H](S)C#N
Gap between HOMO and LUMO   10.306 eV
E_LUMO   0.01773 Ha

The geometry in ORCA input format:
```
! RIJCOSX wB97M-V def2-TZVPD def2/J DEFGRID3
* xyz 0 1
C 0.9185 0.0223 0.6751
C -0.3544 -0.0852 -0.0772
S -0.5197 1.4293 -1.1266
C -0.4086 -1.3709 -0.9199
N -0.6425 -2.2870 -1.5528
H 0.6163 0.8581 1.2663
H 1.8525 0.1303 0.0835
H 0.9756 -0.8140 1.3300
H -1.1874 -0.0548 0.5798
H -1.2503 2.1717 -0.2582
*
```

[4]
DFT (ωB97M-V/def2-TZVPD) results for 8 unconnected molecules or ions with the total composition C40H36F6N2 at a distorted geometry.

Output
Electronic energy   -2254.10265 hartree
Gap between HOMO and LUMO (spin up / spin down)   6.317 / 2.602 eV
E_LUMO (spin up / spin down)   -0.15766 / -0.29421 Ha

The geometry in ORCA input format:
```
! RIJCOSX wB97M-V def2-TZVPD def2/J DEFGRID3
* xyz 1 2
F 11.6414 -22.3823 -16.7481
C 12.3262 -22.7834 -15.6502
C 12.1016 -24.1362 -15.2443
C 12.8054 -24.5913 -14.1674
C 13.6024 -23.7412 -13.3942
C 13.7202 -22.4197 -13.7381
C 13.1207 -21.9211 -14.9015
H 11.3960 -24.8106 -15.7066
H 12.7260 -25.6194 -13.8463
H 14.1562 -24.0746 -12.5290
H 14.3798 -21.7575 -13.1970
H 13.1583 -20.8718 -15.1542
F 20.3669 -23.4718 -20.4426
C 19.2349 -23.7008 -21.1885
C 17.9808 -23.6501 -20.5970
C 16.8925 -24.1611 -21.4331
C 17.1051 -24.4578 -22.7714
C 18.4055 -24.3436 -23.3142
C 19.4584 -24.0618 -22.5273
H 17.8576 -23.3756 -19.5598
H 15.8908 -24.1582 -21.0293
H 16.3367 -24.9081 -23.3824
H 18.5496 -24.2547 -24.3808
H 20.4490 -23.8014 -22.8697
F 15.6071 -18.9891 -22.3872
C 14.8650 -19.3832 -21.3379
C 14.5863 -20.7052 -21.2056
C 13.9169 -21.2271 -20.0267
C 13.4516 -20.3084 -19.0982
C 13.8048 -18.9586 -19.2098
C 14.4333 -18.4805 -20.3771
H 14.8954 -21.3642 -22.0035
H 13.5221 -22.2321 -20.0486
H 12.8424 -20.6243 -18.2643
H 13.6738 -18.2190 -18.4338
H 14.6074 -17.4147 -20.3867
F 17.2984 -26.0090 -18.5978
C 17.0122 -25.5016 -17.4274
C 16.1949 -24.3234 -17.3449
C 16.1049 -23.7010 -16.1726
C 16.7838 -24.2382 -15.0393
C 17.3779 -25.4883 -15.0680
C 17.4552 -26.1567 -16.2205
H 15.7426 -23.7230 -18.1204
H 15.6361 -22.7305 -16.1036
H 16.6345 -23.6267 -14.1617
H 17.8565 -25.9092 -14.1961
H 17.9447 -27.1190 -16.2492
F 18.4083 -19.6550 -20.4703
C 18.4593 -18.4749 -21.0286
C 18.9516 -18.3033 -22.2952
C 18.6199 -17.2158 -23.0148
C 18.1805 -16.0656 -22.4202
C 17.7203 -16.1656 -21.1091
C 17.8224 -17.3799 -20.4149
H 19.2788 -19.2039 -22.7935
H 18.8598 -17.2701 -24.0664
H 18.2569 -15.1436 -22.9774
H 17.4182 -15.2861 -20.5598
H 17.4294 -17.4455 -19.4111
F 17.5885 -17.4361 -16.5300
C 17.3852 -16.1236 -16.4129
C 18.3469 -15.3242 -15.8217
C 18.2005 -13.9389 -15.8399
C 17.1408 -13.3327 -16.4572
C 16.1797 -14.1367 -17.0182
C 16.3148 -15.5342 -17.0487
H 19.2915 -15.6369 -15.4017
H 18.8680 -13.2424 -15.3544
H 16.9775 -12.2651 -16.4586
H 15.3209 -13.7455 -17.5434
H 15.6711 -16.1191 -17.6889
C 16.8113 -20.1444 -17.6439
C 15.9112 -19.9515 -16.5226
N 15.2430 -19.7242 -15.6432
H 17.8079 -19.7467 -17.4522
H 16.3341 -19.6814 -18.5076
H 16.8841 -21.1439 -18.0727
C 17.9270 -21.4093 -12.6801
C 18.5124 -20.9129 -13.9311
N 18.9698 -20.4310 -14.9207
H 17.0769 -22.0179 -12.9884
H 17.4572 -20.7387 -11.9606
H 18.6607 -21.9758 -12.1066
*
```

[5]
DFT (ωB97M-V/def2-TZVPD) results for C14H27F7IN7O2 in the gas phase at a distorted geometry.

Output
Electronic energy   -2079.48947 hartree
Energy relative to the best compared isomer or geometry (same formula, charge and spin)   273.91 kcal/mol
Gap between HOMO and LUMO   3.693 eV
E_LUMO   -0.05158 Ha

The geometry in ORCA input format:
```
! RIJCOSX wB97M-V def2-TZVPD def2/J DEFGRID3
* xyz 0 1
C 5.1974 -0.9023 -1.3148
C 3.9383 -1.2000 -0.2904
O 4.2393 -2.5168 0.3562
C 3.8050 0.0202 0.7976
N 2.3483 0.4095 1.1110
C 1.6008 -0.7780 1.6776
C 0.4196 -1.3662 0.6498
O -0.4459 -0.3104 0.1026
N -1.0890 -0.6985 -1.0126
C -0.2662 -0.7764 -2.3163
C -0.3757 0.6110 -3.2162
C -0.7993 1.9393 -2.3534
C 0.4364 2.5993 -1.4710
N -0.0293 3.9669 -1.0216
C 0.5914 4.4017 0.2876
N -0.0424 5.4159 1.0150
N 1.8379 3.8181 0.9297
C -2.4549 -1.0085 -0.9873
N -3.1505 -1.4303 -2.2977
N -3.2718 -0.8875 0.2795
C -3.4117 -2.1961 1.0235
F -2.3992 -3.2328 0.6342
F -4.7432 -2.7946 0.6343
C -3.2904 -1.8602 2.6245
F -3.4385 -3.1168 3.4503
F -1.9253 -1.3255 2.9876
C -4.3681 -0.7622 3.1896
F -4.5170 -1.0520 4.6649
F -5.7297 -0.8613 2.6153
F -3.8682 0.6596 3.1361
H 4.8098 -0.9557 -2.4261
H 6.0430 -1.6868 -1.1078
H 5.6666 0.1714 -1.1572
H 2.9625 -1.3540 -0.9183
H 4.3856 -2.3271 1.3479
H 4.2993 1.0009 0.3464
H 4.3793 -0.1850 1.8122
H 2.4587 1.0691 1.9379
H 1.0851 -0.5013 2.7147
H 2.2926 -1.7063 1.9110
H 1.0007 -1.9972 -0.1522
H -0.1751 -2.1621 1.3111
H 0.8939 -0.8866 -2.0571
H -0.5323 -1.7240 -2.9620
H 0.6885 0.8081 -3.6841
H -1.1130 0.4999 -4.1464
H -1.7416 1.8089 -1.6692
H -1.0930 2.7740 -3.1540
H 1.4405 2.7199 -2.0942
H 0.7072 1.9403 -0.5428
H -1.0780 3.9833 -0.8634
H -0.9014 5.7395 0.5189
H 2.5589 3.5392 0.2289
H 1.4852 2.9551 1.4378
H -4.1158 -1.8020 -2.0955
H -2.6464 -2.2236 -2.7501
H -2.9289 -0.1076 0.8819
I -5.6297 -4.1555 1.4462
*
```

[6]
DFT (ωB97M-V/def2-TZVPD) results for 7 unconnected molecules or ions with the total composition C54H59BF10N7O7 at a distorted geometry.

Output
Electronic energy   -4025.80945 hartree
Gap between HOMO and LUMO   5.499 eV
E_LUMO   -0.18298 Ha

The geometry in ORCA input format:
```
! RIJCOSX wB97M-V def2-TZVPD def2/J DEFGRID3
* xyz 1 1
C 6.1625 -1.0799 0.9857
C 6.2143 -2.6357 1.4802
O 7.4389 -3.3115 1.1077
C 7.5818 -3.4325 -0.3266
C 6.4635 -4.3852 -1.0071
C 5.9713 -3.6590 -2.3654
C 4.5081 -2.9829 -2.1771
C 3.6708 -3.2835 -3.5191
C 2.0771 -3.1250 -3.3398
C 1.3679 -4.3247 -2.5919
F 2.1740 -5.4151 -2.1434
C -0.1874 -4.2675 -2.4218
C -0.8807 -5.5168 -1.6967
O -0.1237 -5.9734 -0.5245
O 0.1140 -4.8593 0.2481
C -0.9100 -3.0300 -3.0044
B -2.5596 -2.9731 -2.8768
O -3.4283 -2.9144 -4.0537
C -3.3246 -3.0219 -1.4429
C -2.3605 -2.8756 -0.1580
N -0.2189 -1.9130 -3.6821
C -1.0924 -0.8292 -4.1980
O -1.5671 -0.9880 -5.3563
C -1.4560 0.5543 -3.4640
F -0.7108 1.5899 -4.0940
F -2.8355 0.8170 -3.7823
C -1.3703 0.5479 -1.8612
F -2.6180 0.0428 -1.3502
F -0.2333 -0.1045 -1.3255
C -1.2978 2.0860 -1.3113
F -1.7249 2.0205 0.0616
F -2.1767 2.9658 -1.9995
C 0.1890 2.6889 -1.2912
O 0.8285 2.5743 -0.2138
O 0.8326 3.3811 -2.3640
C 1.2405 -1.9195 -3.8684
C 1.9601 -0.7091 -4.6162
C 3.2095 -0.0673 -3.8357
C 2.9973 0.1650 -2.2747
F 2.5454 -0.7924 -1.3286
C 3.3387 1.4508 -1.7535
F 3.5128 1.5532 -0.3342
F 3.5603 2.6012 -2.5318
H 6.2001 -1.0128 -0.1638
H 7.1142 -0.6006 1.4002
H 5.1910 -0.5828 1.3277
H 5.2534 -3.1864 1.1909
H 6.2205 -2.5772 2.6373
H 7.6891 -2.4095 -0.8636
H 8.5973 -3.9599 -0.5032
H 6.9918 -5.3589 -1.3433
H 5.6191 -4.6851 -0.3006
H 6.6880 -2.8307 -2.7269
H 5.9416 -4.4527 -3.1877
H 3.9268 -3.4631 -1.3067
H 4.6938 -1.8721 -1.9733
H 3.8375 -4.4062 -3.7556
H 4.0621 -2.7264 -4.4504
H -1.9430 -5.3275 -1.3252
H -0.8385 -6.3935 -2.4477
H 0.9585 -5.0847 0.7193
H -3.2272 -3.7726 -4.5141
H -3.9407 -3.9880 -1.2909
H -4.0697 -2.1492 -1.4272
H -2.2180 -3.8675 0.4113
H -1.3425 -2.4005 -0.3647
H -2.8981 -2.1603 0.5796
H 0.1655 3.7192 -3.0216
H 1.2730 0.1478 -4.9285
H 2.3832 -1.1475 -5.6040
H 3.4345 0.9437 -4.3512
H 4.1878 -0.6764 -3.9517
N -6.6258 -1.3888 -0.3627
C -5.8663 -0.2899 -0.2234
C -6.3777 0.9946 -0.1325
C -7.7543 1.1575 -0.1919
C -8.5631 0.0396 -0.3372
C -7.9549 -1.2027 -0.4158
H -4.7964 -0.4702 -0.1862
H -5.7171 1.8454 -0.0186
H -8.1933 2.1472 -0.1254
H -9.6409 0.1312 -0.3874
H -8.5443 -2.1073 -0.5261
N 0.4712 8.8309 -0.2090
C -0.7512 8.9301 -0.7545
C -1.4536 7.8544 -1.2722
C -0.8599 6.6013 -1.2294
C 0.4056 6.4687 -0.6736
C 1.0222 7.6073 -0.1788
H -1.1716 9.9303 -0.7675
H -2.4397 7.9925 -1.6980
H -1.3792 5.7344 -1.6257
H 0.8954 5.5036 -0.6269
H 2.0095 7.5568 0.2697
N -10.2669 0.1291 4.3132
C -10.9071 1.0864 5.0057
C -10.5869 2.4328 4.9382
C -9.5420 2.8180 4.1109
C -8.8622 1.8501 3.3854
C -9.2609 0.5301 3.5189
H -11.7143 0.7355 5.6409
H -11.1399 3.1614 5.5178
H -9.2603 3.8624 4.0319
H -8.0413 2.1153 2.7305
H -8.7621 -0.2622 2.9692
N 8.7063 0.5864 -0.9924
C 9.7421 0.0309 -1.6433
C 11.0686 0.3325 -1.3821
C 11.3471 1.2655 -0.3937
C 10.2966 1.8567 0.2935
C 9.0043 1.4848 -0.0394
H 9.4737 -0.6901 -2.4092
H 11.8639 -0.1491 -1.9373
H 12.3730 1.5293 -0.1609
H 10.4777 2.5890 1.0704
H 8.1497 1.9165 0.4722
N 4.6599 4.3561 4.2581
C 4.4185 3.3320 3.4236
C 3.8411 3.4761 2.1723
C 3.4870 4.7514 1.7561
C 3.7234 5.8280 2.5992
C 4.3093 5.5795 3.8302
H 4.7098 2.3547 3.7952
H 3.6720 2.6142 1.5397
H 3.0313 4.9050 0.7834
H 3.4592 6.8368 2.3069
H 4.5176 6.3885 4.5231
N -7.2002 -3.3772 5.6600
C -7.4073 -4.0269 6.8172
C -8.3609 -3.6545 7.7507
C -9.1468 -2.5435 7.4787
C -8.9532 -1.8519 6.2912
C -7.9757 -2.3068 5.4213
H -6.7663 -4.8863 6.9857
H -8.4859 -4.2181 8.6670
H -9.9034 -2.2197 8.1854
H -9.5478 -0.9808 6.0468
H -7.7887 -1.8023 4.4788
*
```